Record 1
Density functional theory data (ωB97M-V/def2-TZVPD) for a structure of composition C29H30AsN2OsS.

Geometry as ORCA input:
```
! RIJCOSX wB97M-V def2-TZVPD def2/J DEFGRID3
* xyz 3 1
Os 0.67 0.27 0.93
S -1.02 0.87 2.07
C -1.67 -0.42 3.06
C -2.77 -0.16 3.87
C -3.31 -1.21 4.61
C -2.78 -2.49 4.53
C -1.68 -2.75 3.70
C -1.13 -1.71 2.98
As 0.39 -1.86 1.84
C 1.85 -0.88 2.65
C 1.69 -0.20 3.89
C 2.79 0.24 4.58
C 4.07 -0.01 4.09
C 4.26 -0.71 2.90
C 3.17 -1.16 2.19
C 0.79 -3.62 1.27
C -0.02 -4.22 0.30
C 0.22 -5.54 -0.04
C 1.25 -6.24 0.58
C 2.04 -5.63 1.55
C 1.82 -4.31 1.91
H -3.21 0.83 3.91
H -4.16 -1.03 5.25
H -3.22 -3.29 5.10
H -1.28 -3.76 3.63
H 0.69 -0.03 4.28
H 2.66 0.77 5.52
H 4.93 0.33 4.65
H 5.26 -0.92 2.55
H 3.31 -1.73 1.28
H -0.83 -3.67 -0.17
H -0.39 -6.02 -0.78
H 1.43 -7.27 0.32
H 2.83 -6.19 2.03
H 2.43 -3.84 2.67
C 4.76 -1.79 -1.97
C 3.54 -1.09 -2.58
C 2.74 -2.05 -3.48
C 3.94 0.18 -3.35
C 2.65 -0.69 -1.48
N 1.96 -0.37 -0.62
H 5.41 -2.10 -2.79
H 4.48 -2.68 -1.40
H 5.33 -1.11 -1.33
H 3.40 -2.36 -4.29
H 1.87 -1.57 -3.91
H 2.43 -2.95 -2.94
H 4.60 -0.12 -4.16
H 4.49 0.88 -2.71
H 3.07 0.68 -3.78
C -1.50 4.26 -3.54
C -1.04 3.26 -2.53
C -1.88 2.26 -2.04
C -1.42 1.37 -1.10
N -0.16 1.40 -0.64
C 0.68 2.35 -1.12
C 0.27 3.28 -2.04
H -2.56 4.15 -3.76
H -0.94 4.14 -4.47
H -1.32 5.27 -3.18
H -2.90 2.18 -2.38
H -2.06 0.59 -0.70
H 1.70 2.35 -0.75
H 0.98 4.03 -2.38
*
```

Values from the calculation:
Relative energy (zero: lowest compared OMol25 entry of this formula, charge and spin) = 0.000 eV
M = 703.8 g mol⁻¹
Maximum force = 0.7 eV/A
Lowest unoccupied orbital energy (spin up / spin down) = -11.406 / -11.468 eV
HOMO (spin up / spin down) = -0.64975 / -0.64975 Eh
DFT total energy = -3956.233089 Ha

***

Record 2
Density functional theory data (ωB97M-V/def2-TZVPD) for the ion C5H10NO2 with charge -1.

Geometry as ORCA input:
```
! RIJCOSX wB97M-V def2-TZVPD def2/J DEFGRID3
* xyz -1 1
C 2.46 -0.52 0.67
C 1.84 0.74 0.05
C 0.88 0.36 -1.06
O 1.26 -0.19 -2.07
O -0.39 0.70 -0.82
C -1.29 -0.42 -0.59
C -2.62 0.07 0.00
N -2.52 1.05 1.04
H 2.77 -0.34 1.71
H 3.32 -0.85 0.09
H 1.75 -1.36 0.67
H 2.63 1.34 -0.41
H 1.31 1.33 0.80
H -0.81 -1.11 0.13
H -1.41 -0.94 -1.55
H -3.23 0.40 -0.88
H -3.10 -0.88 0.34
H -2.84 0.61 1.90
*
```

Values from the calculation:
Relative energy (zero: lowest compared OMol25 entry of this formula, charge and spin) = 3.424 eV
M = 116.1 g mol⁻¹
Maximum force = 0.4 eV/A
Lowest unoccupied orbital energy = 3.689 eV
HOMO = -0.05330 Eh
DFT total energy = -401.700974 Ha

***

Record 3
Density functional theory data (ωB97M-V/def2-TZVPD) for the molecule C3H2BrClO in a non-equilibrium geometry.

Geometry as ORCA input:
```
! RIJCOSX wB97M-V def2-TZVPD def2/J DEFGRID3
* xyz 0 3
C -1.07 0.46 -0.83
C 1.32 -0.48 0.19
C -0.04 -0.04 0.37
O 2.02 -0.95 1.04
Cl -2.61 0.89 -0.32
Br -0.62 -0.31 2.07
H -0.90 0.82 -1.77
H 1.90 -0.39 -0.76
*
```

Values from the calculation:
Relative energy (zero: lowest compared OMol25 entry of this formula, charge and spin) = 0.308 eV
M = 169.4 g mol⁻¹
Maximum force = 4.6 eV/A
Lowest unoccupied orbital energy (spin up / spin down) = 0.667 / -2.582 eV
HOMO (spin up / spin down) = -0.28841 / -0.36624 Eh
DFT total energy = -3224.796709 Ha